{
  "formula": "C6H9NO3",
  "method": "wB97M-V/def2-TZVPD",
  "species": ["C", "C", "C", "C", "C", "C", "N", "O", "O", "O", "H", "H", "H", "H", "H", "H", "H", "H", "H"],
  "coordinates": [[0.892436, -1.263876, 0.604979], [0.923000, 1.280240, 0.321240], [1.618663, -0.133359, 0.149718], [-1.299963, 0.312905, 0.068660], [1.867928, -0.236337, -1.367540], [-2.460342, 0.458194, 1.006148], [0.891244, -2.428086, 0.945152], [1.629270, 2.237012, 0.471789], [-0.374513, 1.393562, 0.213423], [-1.565879, 0.034600, -1.251782], [2.566077, -0.015526, 0.692024], [2.487712, -1.101418, -1.590680], [2.373358, 0.664752, -1.705244], [0.916667, -0.334049, -1.887677], [-3.173489, 1.213256, 0.650792], [-2.100715, 0.760340, 1.986750], [-2.983051, -0.492042, 1.095613], [0.063765, -2.947617, 1.207047], [-2.272175, 0.597457, -1.610414]],
  "forces_ev_per_angstrom": [[-3.071, 0.110, 0.183], [1.616, -0.870, 0.256], [0.543, 1.429, -0.314], [1.537, -0.697, 0.112], [0.076, -0.177, -0.052], [0.353, -0.055, -0.177], [1.085, -0.176, 0.004], [-0.115, 0.073, -0.018], [-1.797, 0.020, -0.184], [0.067, 0.138, 0.311], [-0.093, -0.035, -0.091], [0.022, -0.049, -0.019], [0.030, 0.018, -0.017], [0.010, -0.003, -0.043], [0.007, 0.040, -0.038], [-0.033, -0.001, 0.020], [-0.027, -0.006, -0.034], [-0.219, 0.223, -0.069], [0.008, 0.018, 0.172]],
  "e_above_lowest_kcal_mol": 85.7,
  "homo_ev": [-7.15, -8.05],
  "spin_multiplicity": 1
}

{
  "formula": "C6H9NO3",
  "method": "wB97M-V/def2-TZVPD",
  "species": ["C", "C", "C", "C", "C", "C", "N", "O", "O", "O", "H", "H", "H", "H", "H", "H", "H", "H", "H"],
  "coordinates": [[1.616434, 0.537198, 0.203871], [0.987058, -0.453601, 1.190795], [1.146305, 0.291226, -1.237506], [-1.209972, 0.494258, 0.368808], [-0.437237, -0.773541, 0.763982], [-0.093312, -0.521839, -1.357163], [-2.560574, 0.362177, 0.139820], [-3.189822, 1.378203, -0.152289], [-3.052423, -0.763416, 0.197024], [-0.396136, -1.487457, -0.487564], [1.356277, 1.554208, 0.494977], [2.702601, 0.460244, 0.260072], [1.540920, -1.392701, 1.200573], [0.997005, -0.035079, 2.195430], [1.016401, 1.234080, -1.771390], [1.914168, -0.267180, -1.786214], [-0.885272, 1.481151, 0.649531], [-0.974582, -1.400989, 1.483921], [-0.477848, -0.696951, -2.356677]],
  "forces_ev_per_angstrom": [[-0.012, -0.103, 0.039], [-0.169, 0.067, -0.192], [0.254, -0.001, 0.217], [2.422, -0.994, -1.200], [-0.468, 0.712, 0.630], [-0.935, 0.844, 1.431], [-0.831, 0.109, -0.208], [-0.224, 0.020, 0.006], [-0.205, -0.112, 0.013], [0.337, -0.461, -0.565], [0.003, 0.010, -0.033], [-0.017, 0.107, -0.044], [0.016, -0.017, 0.097], [0.003, -0.046, 0.089], [-0.062, -0.122, -0.077], [0.036, -0.102, -0.136], [-0.160, 0.073, 0.201], [0.189, -0.036, -0.227], [-0.178, 0.053, -0.042]],
  "e_above_lowest_kcal_mol": 134.5,
  "homo_ev": [-8.56, -8.57],
  "spin_multiplicity": 1
}

{
  "formula": "C6H9NO3",
  "method": "wB97M-V/def2-TZVPD",
  "species": ["C", "C", "C", "C", "C", "C", "N", "O", "O", "O", "H", "H", "H", "H", "H", "H", "H", "H", "H"],
  "coordinates": [[-0.629278, -2.403698, 0.173115], [-1.760056, -2.015733, 0.210284], [5.060093, -0.169268, 0.277597], [0.381985, 1.423172, 0.224922], [0.103638, 0.566066, -0.987671], [-3.131269, -1.557499, 0.241139], [-0.260775, 2.721222, 0.236858], [5.908036, -0.210549, -0.488826], [4.211695, -0.115621, 1.042686], [0.570414, -0.517318, -1.194889], [1.466347, 1.559405, 0.297806], [0.363184, -2.738092, 0.138464], [0.063227, 0.874908, 1.118173], [-0.601544, 1.034065, -1.709404], [-3.672560, -1.952276, -0.619428], [-3.167956, -0.469155, 0.213346], [-3.620106, -1.903403, 1.153255], [-1.268382, 2.619143, 0.262518], [-0.016693, 3.254640, -0.589944]],
  "forces_ev_per_angstrom": [[-0.661, -0.089, 0.248], [0.307, -0.303, 0.085], [-0.007, 0.054, -0.039], [0.171, 0.049, 0.320], [-0.085, 0.074, -0.165], [-0.230, -0.012, 0.031], [-0.090, 0.043, -0.140], [1.298, -0.106, -1.159], [-1.313, 0.056, 1.192], [0.381, 0.279, -0.195], [-0.074, -0.130, 0.069], [0.562, -0.150, -0.050], [0.154, -0.112, -0.116], [-0.066, -0.030, -0.090], [-0.083, 0.074, 0.047], [-0.123, 0.061, -0.010], [-0.084, 0.078, -0.062], [0.031, 0.122, -0.038], [-0.087, 0.040, 0.071]],
  "e_above_lowest_kcal_mol": 47.7,
  "homo_ev": -9.41,
  "spin_multiplicity": 1,
  "smiles": "NCC=O.O=C=O.C#CC"
}

{
  "formula": "C6H9NO3",
  "method": "wB97M-V/def2-TZVPD",
  "species": ["C", "C", "C", "C", "C", "C", "H", "H", "H", "H", "H", "H", "H", "H", "H", "N", "O", "O", "O"],
  "coordinates": [[0.006741, 1.460899, -1.877582], [0.156886, 0.321780, -0.903234], [1.270159, 0.564620, 0.200094], [-0.825085, -0.101391, 1.248578], [-0.773996, -1.509122, 1.616172], [0.657177, -1.438393, 1.445394], [-1.493837, 0.587722, -2.860014], [0.634110, 1.316523, -2.483110], [0.112587, 2.447756, -1.275178], [0.237247, -0.537177, -1.199949], [2.183670, 0.100909, -0.085177], [1.413295, 1.765705, 0.703281], [-1.324790, 0.323159, 1.818282], [-0.990922, -2.180014, 2.707370], [-1.387337, -2.377768, 0.785661], [0.638473, -0.095097, 1.489958], [-1.150869, 1.312103, -2.572477], [1.700015, -2.117181, 1.502520], [-1.063524, 0.154967, -0.260590]],
  "forces_ev_per_angstrom": [[-6.976, 0.823, 9.031], [0.059, 8.995, 5.639], [-1.841, 3.255, 3.208], [7.704, -5.815, -10.119], [-3.970, -9.714, -0.298], [5.392, -3.331, 1.680], [-2.423, -7.438, -2.130], [10.125, -0.876, -8.436], [-0.652, -1.490, -1.406], [2.418, -9.092, -4.772], [0.884, -0.187, 0.266], [-0.277, -3.433, -2.460], [-8.450, 8.650, 8.348], [0.137, 2.894, -2.866], [1.909, 2.870, 2.372], [0.515, 3.829, -3.837], [0.165, 9.066, 1.505], [-2.953, 0.774, -0.767], [-1.766, 0.222, 5.042]],
  "e_above_lowest_kcal_mol": 205.9,
  "homo_ev": -9.98,
  "spin_multiplicity": 1
}

{
  "formula": "C6H9NO5",
  "method": "wB97M-V/def2-TZVPD",
  "species": ["C", "C", "C", "C", "C", "C", "H", "H", "H", "H", "H", "H", "H", "H", "H", "N", "O", "O", "O", "O", "O"],
  "coordinates": [[1.463941, 1.041382, -1.651110], [0.781499, -0.125803, -0.924353], [0.341077, -1.056931, 1.083611], [-1.304411, -0.117819, 2.445134], [-1.004745, -0.986793, 0.321170], [-0.678837, 0.019037, -0.832296], [1.522926, 2.207357, -0.097212], [2.502926, 0.871295, -1.828615], [1.056943, 1.037589, -2.679668], [1.015435, -0.992698, -1.508206], [0.588809, -2.134420, 1.006232], [0.671267, -0.132360, 3.023881], [-1.384766, -1.930595, 0.019074], [-0.883519, 0.990280, -0.493219], [-2.130547, 0.164715, -2.077330], [0.016685, -0.532575, 2.356043], [1.253629, 2.367788, -0.993699], [1.318226, -0.351207, 0.349247], [-1.877994, 0.441992, 3.314456], [-1.974529, -0.486655, 1.238884], [-1.294014, -0.293580, -2.072024]],
  "forces_ev_per_angstrom": [[-1.107, 1.062, 0.242], [1.984, 0.891, -1.663], [-0.446, -1.703, -0.978], [-0.585, -0.492, -1.900], [-0.079, 1.963, 0.344], [-0.982, -2.329, 0.449], [0.271, 0.061, 0.809], [0.947, -0.169, 0.454], [-0.292, 0.523, 0.624], [0.003, -0.782, -0.816], [0.587, 0.435, 0.991], [-0.166, -0.414, -0.394], [0.038, -0.827, -0.761], [-0.679, 1.525, 0.437], [-0.442, 0.123, -0.197], [-0.487, 0.456, 0.463], [-0.099, -2.076, -1.692], [-0.290, 0.841, 1.075], [0.099, 0.182, 0.605], [1.217, 0.579, 1.458], [0.511, 0.149, 0.449]],
  "e_above_lowest_kcal_mol": 25.7,
  "homo_ev": -10.41,
  "spin_multiplicity": 1,
  "smiles": "O=C1N[C@@H]2O[C@H](CO)[C@@H](O)[C@@H]2O1"
}

{
  "formula": "C6H9NS",
  "method": "wB97M-V/def2-TZVPD",
  "species": ["C", "C", "C", "C", "C", "C", "N", "S", "H", "H", "H", "H", "H", "H", "H", "H", "H"],
  "coordinates": [[-0.384295, -0.099979, -0.952659], [-2.046978, -0.223441, 1.768662], [-2.816870, -1.186899, 1.247783], [2.221151, 0.735857, -1.031810], [1.583516, 0.288024, 0.371672], [0.379967, -0.422210, 0.069833], [-0.886451, 0.091822, -2.014229], [-1.346369, 1.010731, 2.466395], [-2.910652, -2.162569, 1.573086], [-1.567584, 0.812117, -2.313991], [-3.297561, -0.975917, 0.318109], [1.446179, 0.680335, -1.745413], [3.185512, 0.110214, -1.344008], [2.581817, 1.715393, -1.070981], [2.205578, -0.224850, 1.111525], [1.446909, 1.194642, 0.946859], [0.206131, -1.343271, 0.599168]],
  "forces_ev_per_angstrom": [[0.838, -0.658, 2.170], [-1.215, -0.337, 0.385], [1.592, 3.017, 0.053], [2.689, -2.617, 1.465], [2.688, 2.184, -0.902], [-1.781, -1.551, -0.350], [-1.321, 0.972, -2.920], [-0.554, -1.217, -0.623], [0.096, -1.698, 1.041], [0.380, -0.756, 0.963], [-0.266, 0.311, -0.537], [-0.305, -0.321, -1.074], [-2.348, 0.878, 0.535], [0.499, 1.758, 0.434], [0.332, -0.574, -0.819], [-0.675, 0.604, 0.029], [-0.648, 0.004, 0.150]],
  "e_above_lowest_kcal_mol": 95.0,
  "homo_ev": -7.96,
  "spin_multiplicity": 1,
  "smiles": "CCC=C=N.C=C=S"
}

{
  "formula": "C6H9NS",
  "method": "wB97M-V/def2-TZVPD",
  "species": ["C", "C", "C", "C", "C", "C", "N", "S", "H", "H", "H", "H", "H", "H", "H", "H", "H"],
  "coordinates": [[-1.363537, -1.323517, -1.078251], [0.850494, 0.454639, -1.066330], [0.186231, -0.079501, -2.362496], [0.452063, -0.218423, 0.264490], [-0.168682, 0.668500, 1.147097], [-0.179652, 0.450090, 2.697779], [-1.083375, -0.519276, -1.858493], [-2.140211, -2.605542, -0.647233], [1.902095, 0.401109, -1.198504], [0.805556, 1.510756, -0.934620], [0.132815, 0.528088, -3.305479], [0.758128, -0.929293, -2.706489], [1.053298, -1.025426, 0.684981], [-0.758976, 1.465894, 0.893885], [0.348958, 1.295826, 3.222646], [0.302703, -0.436476, 2.945577], [-1.097908, 0.362554, 3.301440]],
  "forces_ev_per_angstrom": [[-2.275, -2.826, 0.463], [0.387, -0.290, -0.298], [0.017, 0.174, 0.484], [0.062, 4.072, 1.654], [1.531, -4.776, 1.806], [-0.186, 1.717, -0.398], [1.414, 3.462, -3.613], [-0.448, -1.337, 1.670], [1.302, -0.684, -0.021], [-1.029, 0.907, -0.088], [-0.290, 0.195, 1.458], [0.066, -0.676, 0.080], [-0.352, -0.065, -0.291], [-0.910, 2.087, -1.392], [-0.210, -0.689, -0.753], [1.335, -1.581, 0.296], [-0.415, 0.309, -1.058]],
  "e_above_lowest_kcal_mol": 65.9,
  "homo_ev": -8.65,
  "spin_multiplicity": 1,
  "smiles": "C/C=C/CCN=C=S"
}

{
  "formula": "C6H9NSSn",
  "method": "wB97M-V/def2-TZVPD",
  "species": ["Sn", "C", "H", "H", "H", "H", "H", "S", "C", "C", "C", "C", "C", "N", "H", "H", "H", "H"],
  "coordinates": [[-0.449794, -0.103917, -0.973872], [-0.129394, -0.180617, -4.965672], [0.983306, 0.014383, -4.911072], [-0.427994, -1.232017, -5.172272], [-0.476694, 0.425883, -5.816772], [-0.571494, 0.152483, -4.018372], [-2.076494, 0.196383, -0.937372], [0.808206, 1.845783, -0.209572], [0.553706, 0.879783, 1.296128], [0.944706, 1.176383, 2.599528], [0.604406, 0.258683, 3.609228], [-0.110694, -0.913217, 3.292428], [-0.482194, -1.156317, 1.962728], [-0.128694, -0.245417, 1.023728], [1.486606, 2.084883, 2.827728], [0.888206, 0.456783, 4.633628], [-0.376194, -1.617217, 4.069928], [-1.039494, -2.042717, 1.689928]],
  "forces_ev_per_angstrom": [[0.970, -1.959, -3.941], [0.699, 0.260, -0.439], [-1.182, -0.737, 0.022], [0.609, 0.658, 0.306], [-0.141, -0.090, 0.438], [0.008, -0.075, -0.427], [-1.452, 0.782, 0.449], [0.037, 0.350, 1.891], [0.252, 0.797, -0.873], [-0.140, -0.832, 0.858], [-0.056, 0.269, -1.155], [-0.078, 0.050, -0.766], [1.065, 1.380, 1.415], [-0.555, -0.954, 2.713], [-0.047, -0.060, -0.098], [-0.004, 0.006, 0.007], [-0.009, 0.011, -0.075], [0.023, 0.144, -0.326]],
  "homo_ev": -7.15,
  "spin_multiplicity": 1
}